{
  "formula": "C40H33N4P2RuS",
  "method": "ωB97M-V/def2-TZVPD",
  "elements": ["Ru", "C", "P", "C", "C", "C", "C", "C", "C", "C", "C", "C", "C", "C", "C", "C", "C", "C", "C", "C", "P", "C", "C", "C", "C", "C", "C", "C", "C", "C", "C", "C", "C", "N", "H", "H", "H", "H", "H", "H", "H", "H", "H", "H", "H", "H", "H", "H", "H", "H", "H", "H", "H", "H", "H", "H", "H", "H", "H", "H", "N", "C", "C", "C", "C", "C", "C", "N", "C", "C", "C", "S", "C", "N", "H", "H", "H", "H", "H", "H", "H"],
  "coordinates": [[-0.59345, 0.26708, 0.32002], [-0.66951, 3.40050, 1.26843], [0.25894, 2.43358, 0.00097], [1.99761, 2.64328, 0.42355], [2.57777, 3.89749, 0.62730], [3.93828, 4.00062, 0.86427], [4.72577, 2.85757, 0.91481], [4.15035, 1.60599, 0.75309], [2.78928, 1.49823, 0.50581], [-0.09275, 3.27579, -1.56093], [-1.14445, 2.77684, -2.33055], [-1.45618, 3.35011, -3.55324], [-0.71388, 4.42627, -4.01913], [0.32862, 4.93148, -3.25700], [0.64575, 4.35872, -2.03472], [-0.67714, 2.52618, 2.44467], [-0.28983, 2.78544, 3.80006], [-0.30084, 1.58320, 4.43289], [-0.68763, 0.61269, 3.44666], [-0.64284, -0.84760, 3.51344], [0.13684, -1.42071, 1.93200], [1.18911, -2.78233, 2.49912], [2.52741, -2.50750, 2.77174], [3.34917, -3.50213, 3.28171], [2.83766, -4.77068, 3.51287], [1.50021, -5.04408, 3.25207], [0.67215, -4.05395, 2.74644], [-1.20778, -2.25566, 1.02145], [-0.80487, -3.06398, -0.05362], [-1.73352, -3.78309, -0.77777], [-3.08518, -3.69813, -0.44881], [-3.50084, -2.88936, 0.59824], [-2.56690, -2.16551, 1.32896], [-0.96022, 1.21179, 2.26042], [-1.67338, 3.52742, 0.85074], [-0.23383, 4.37824, 1.46321], [1.97211, 4.79599, 0.61847], [4.38596, 4.97479, 1.00873], [5.79080, 2.94545, 1.08393], [4.76455, 0.71706, 0.81334], [2.33014, 0.52731, 0.37019], [-1.71397, 1.93807, -1.96412], [-2.27155, 2.95697, -4.14665], [-0.94473, 4.86859, -4.97913], [0.90236, 5.77483, -3.61727], [1.47381, 4.75580, -1.46584], [-0.04411, 3.75101, 4.21298], [-0.06921, 1.36946, 5.46431], [-1.64290, -1.28316, 3.56537], [-0.07694, -1.21290, 4.36736], [2.92740, -1.51629, 2.58513], [4.38657, -3.28568, 3.49922], [3.48209, -5.55001, 3.89734], [1.09867, -6.02906, 3.44980], [-0.37102, -4.27464, 2.55428], [0.24856, -3.14427, -0.29690], [-1.40663, -4.42582, -1.58530], [-3.81314, -4.28147, -0.99859], [-4.54874, -2.83773, 0.86441], [-2.91271, -1.53900, 2.14101], [-1.93370, -1.15479, -3.42340], [-0.62308, -1.53620, -3.68735], [-0.01541, -2.12553, -4.79187], [1.33991, -2.35900, -4.69417], [2.07229, -2.02787, -3.53871], [1.46656, -1.43831, -2.45028], [0.09935, -1.18918, -2.54459], [-0.77492, -0.62858, -1.62341], [-1.95701, -0.61954, -2.18556], [-3.07836, -0.05489, -1.46273], [-4.40123, -0.00860, -1.75855], [-5.24579, 0.78666, -0.50738], [-3.78852, 1.02044, 0.33655], [-2.74122, 0.53235, -0.26445], [-2.72155, -1.26435, -4.03964], [-0.56920, -2.38442, -5.68445], [1.85708, -2.80853, -5.53082], [3.13194, -2.24287, -3.51266], [2.01105, -1.17393, -1.55216], [-4.91913, -0.40817, -2.61604], [-3.74637, 1.52623, 1.29046]],
  "forces_ev_per_angstrom": [[-2.7, 0.1, 1.0], [0.1, 0.1, -0.1], [-0.2, -1.0, -0.3], [0.1, -0.1, 0.0], [0.0, 0.0, 0.1], [0.0, 0.0, 0.0], [0.0, 0.0, 0.0], [0.0, 0.0, 0.0], [0.1, 0.1, -0.1], [0.1, -0.2, -0.1], [0.0, 0.1, 0.0], [0.0, 0.0, 0.0], [0.0, 0.0, 0.0], [0.0, 0.0, 0.0], [0.0, 0.0, 0.0], [-0.3, 0.1, 0.1], [-0.1, 0.1, -0.1], [-0.1, -0.2, 0.0], [-0.1, 0.2, 0.1], [0.0, -0.1, -0.1], [0.7, -0.1, -0.4], [0.0, 0.0, -0.1], [0.0, 0.0, -0.1], [0.0, 0.0, 0.0], [0.0, 0.0, 0.0], [0.0, 0.0, 0.0], [0.1, 0.0, 0.1], [-0.1, 0.1, -0.1], [-0.1, -0.1, 0.1], [0.0, 0.0, 0.0], [0.0, 0.0, 0.0], [0.0, 0.0, 0.0], [0.1, 0.0, -0.1], [0.8, -0.3, -0.3], [0.0, 0.0, 0.1], [0.0, 0.0, 0.0], [0.0, 0.0, 0.0], [0.0, 0.0, 0.0], [0.0, 0.0, 0.0], [0.0, 0.0, 0.0], [0.0, 0.0, 0.0], [0.0, 0.0, 0.0], [0.0, 0.0, 0.0], [0.0, 0.0, 0.0], [0.0, 0.0, 0.0], [0.0, 0.0, -0.1], [0.0, 0.0, 0.0], [0.0, 0.0, 0.0], [0.0, 0.0, 0.1], [0.0, 0.0, 0.0], [0.0, 0.0, 0.0], [0.0, 0.0, 0.0], [0.0, 0.0, 0.0], [0.0, 0.0, 0.0], [0.0, 0.0, 0.0], [0.0, 0.0, 0.0], [0.0, 0.0, 0.0], [0.0, 0.0, 0.0], [0.0, 0.0, 0.0], [0.0, 0.0, 0.0], [0.0, -0.1, -0.1], [0.0, 0.0, 0.0], [-0.1, 0.0, 0.0], [0.0, 0.0, 0.0], [0.0, 0.0, 0.0], [0.0, 0.0, 0.0], [-0.1, 0.0, 0.0], [1.2, 0.6, 0.2], [-0.1, -0.1, -0.1], [-0.2, -0.1, -0.1], [-0.1, 0.0, 0.0], [0.0, 0.0, 0.0], [-0.1, 0.0, 0.1], [1.1, 0.5, -0.1], [0.0, 0.0, 0.0], [0.0, 0.0, 0.0], [0.0, 0.0, 0.0], [0.0, 0.0, 0.0], [0.0, 0.0, 0.0], [0.0, 0.0, 0.0], [0.0, 0.0, 0.0]],
  "mulliken_spin": [-0.01, 0.09, 0.02, 0.02, -0.01, 0.00, 0.00, 0.00, 0.00, 0.00, 0.00, 0.00, 0.00, 0.00, 0.00, 0.28, 0.08, 0.08, 0.32, 0.06, 0.02, 0.00, 0.00, 0.00, 0.00, 0.00, 0.00, 0.00, 0.00, 0.00, 0.00, 0.00, 0.00, -0.04, 0.03, 0.00, 0.00, 0.00, 0.00, 0.00, 0.00, 0.00, 0.00, 0.00, 0.00, 0.00, 0.00, 0.00, 0.04, 0.00, 0.00, 0.00, 0.00, 0.00, 0.00, 0.00, 0.00, 0.00, 0.00, 0.00, 0.00, 0.00, 0.00, 0.00, 0.00, 0.00, 0.00, 0.00, 0.00, 0.00, 0.00, 0.00, 0.00, 0.00, 0.00, 0.00, 0.00, 0.00, 0.00, 0.00, 0.00],
  "charge": 2,
  "s_squared": 0.76,
  "spin_multiplicity": 2,
  "lumo_ev": [-5.85, -7.23],
  "gap_ev": [7.44, 6.07],
  "de_lowest_ev": 0.751
}